[1]
{"formula": "C25H50ClN3O9PS", "method": "ωB97M-V/def2-TZVPD", "homo_lumo_gap_ev": 8.6, "lumo_energy_ha": -0.125, "homo_energy_ev": -12.029, "total_charge": 1, "smiles": "COCCCCCCCCCC[N@@+]1(CCOC(C)=O)[C@@H](CCCCS(=O)(=O)Cl)CN(CC(=O)O)C[C@H]1P(=N)(O)O", "species": ["C", "O", "C", "C", "C", "C", "C", "C", "C", "C", "C", "C", "N", "C", "C", "O", "C", "C", "O", "C", "C", "C", "C", "C", "S", "O", "O", "Cl", "C", "N", "C", "C", "O", "O", "C", "C", "P", "N", "O", "O", "H", "H", "H", "H", "H", "H", "H", "H", "H", "H", "H", "H", "H", "H", "H", "H", "H", "H", "H", "H", "H", "H", "H", "H", "H", "H", "H", "H", "H", "H", "H", "H", "H", "H", "H", "H", "H", "H", "H", "H", "H", "H", "H", "H", "H", "H", "H", "H", "H", "H"], "xyz": [[1.667, 0.970, 3.467], [0.998, 1.713, 4.517], [-0.080, 2.532, 3.994], [-1.515, 2.130, 4.637], [-2.491, 1.485, 3.501], [-3.781, 0.804, 4.178], [-4.207, -0.594, 3.500], [-4.947, -0.247, 2.100], [-4.504, -1.205, 0.895], [-2.901, -1.294, 0.683], [-2.571, -1.535, -0.836], [-1.138, -1.412, -1.468], [-0.153, -0.344, -1.177], [0.803, -0.892, -0.096], [0.202, -1.601, 1.169], [1.334, -2.124, 1.963], [1.373, -3.560, 1.882], [1.483, -4.398, 0.521], [1.281, -4.235, 2.944], [0.899, -0.097, -2.275], [1.180, -1.327, -3.268], [2.672, -1.244, -3.936], [3.642, -2.408, -3.395], [4.368, -2.038, -2.008], [6.196, -2.347, -1.984], [6.504, -3.067, -0.678], [6.689, -3.224, -3.099], [7.278, -0.544, -1.885], [0.665, 1.205, -3.169], [0.670, 2.505, -2.372], [1.984, 3.198, -2.560], [1.885, 4.661, -1.897], [0.873, 5.379, -2.130], [2.888, 5.206, -1.055], [0.503, 2.194, -0.898], [-0.600, 0.998, -0.715], [-2.187, 1.784, -1.349], [-2.714, 1.316, -2.778], [-2.019, 3.500, -1.489], [-3.534, 1.621, -0.276], [1.877, 1.603, 2.528], [0.993, 0.068, 3.217], [2.672, 0.538, 3.800], [-0.110, 2.530, 2.844], [0.148, 3.617, 4.318], [-1.963, 3.063, 5.122], [-1.306, 1.350, 5.447], [-2.813, 2.380, 2.843], [-1.848, 0.737, 2.903], [-3.527, 0.571, 5.273], [-4.670, 1.531, 4.202], [-4.980, -1.090, 4.182], [-3.330, -1.319, 3.398], [-4.765, 0.867, 1.897], [-6.068, -0.380, 2.266], [-4.996, -0.796, -0.063], [-4.911, -2.276, 1.022], [-2.444, -0.330, 1.136], [-2.540, -2.149, 1.376], [-3.294, -0.861, -1.445], [-2.953, -2.604, -1.088], [-0.596, -2.430, -1.343], [-1.387, -1.397, -2.604], [1.507, -0.065, 0.306], [1.539, -1.652, -0.571], [-0.370, -0.913, 1.904], [-0.456, -2.528, 0.957], [0.457, -4.279, -0.009], [2.264, -4.010, -0.216], [1.582, -5.531, 0.716], [1.948, 0.078, -1.811], [1.192, -2.312, -2.660], [0.407, -1.377, -4.106], [3.163, -0.223, -3.694], [2.551, -1.395, -5.060], [4.465, -2.605, -4.177], [3.057, -3.402, -3.317], [4.184, -0.915, -1.826], [3.906, -2.600, -1.124], [-0.182, 1.153, -3.930], [1.626, 1.294, -3.816], [2.176, 3.367, -3.685], [2.854, 2.611, -2.090], [2.493, 6.010, -0.625], [0.208, 3.131, -0.285], [1.547, 1.914, -0.523], [-0.717, 0.924, 0.439], [-2.061, 0.589, -3.098], [-1.876, 3.668, -2.458], [-3.385, 2.302, 0.422]], "lowdin_charge": [-0.108, -0.214, -0.219, -0.151, -0.205, -0.207, -0.191, -0.193, -0.191, -0.233, -0.172, -0.141, -0.163, -0.081, -0.152, -0.070, -0.376, 0.011, 0.091, -0.226, -0.124, -0.162, -0.204, -0.257, 0.453, -0.402, -0.359, 0.339, -0.101, -0.158, -0.091, -0.366, 0.052, 0.050, -0.141, -0.224, 0.723, -0.138, -0.199, -0.175, 0.086, 0.076, 0.111, 0.101, 0.131, 0.120, 0.122, 0.109, 0.084, 0.112, 0.125, 0.113, 0.104, 0.093, 0.118, 0.114, 0.127, 0.072, 0.112, 0.105, 0.155, 0.138, 0.149, 0.154, 0.137, 0.122, 0.125, 0.085, 0.068, 0.120, 0.145, 0.112, 0.129, 0.115, 0.128, 0.120, 0.130, 0.094, 0.093, 0.134, 0.128, 0.159, 0.137, 0.141, 0.150, 0.119, 0.139, -0.045, 0.092, 0.067]}

[2]
{"formula": "C25H50F6N5O10V", "method": "ωB97M-V/def2-TZVPD", "homo_lumo_gap_ev": [3.8, 6.9], "lumo_energy_ha": [0.077, 0.077], "homo_energy_ev": [-1.701, -4.827], "s_squared": 3.77, "spin_multiplicity": 4, "total_charge": -1, "species": ["O", "V", "C", "O", "O", "C", "F", "F", "F", "C", "C", "H", "H", "H", "H", "H", "H", "C", "O", "O", "C", "F", "F", "F", "C", "C", "H", "H", "H", "H", "H", "H", "C", "C", "C", "C", "C", "C", "N", "O", "C", "C", "C", "H", "H", "H", "H", "H", "H", "H", "H", "H", "H", "H", "H", "H", "H", "H", "H", "H", "H", "O", "C", "N", "C", "H", "H", "H", "H", "H", "O", "C", "N", "C", "H", "H", "H", "H", "H", "O", "C", "N", "C", "H", "H", "H", "H", "H", "O", "C", "N", "C", "H", "H", "H", "H", "H"], "xyz": [[-0.550, 0.765, 0.004], [-0.705, -0.581, 0.824], [2.783, -0.915, 1.140], [2.863, -1.527, 2.340], [1.489, -1.161, 0.664], [3.121, 0.680, 1.073], [2.715, 1.356, 0.078], [2.796, 1.401, 2.184], [4.448, 0.881, 1.056], [4.135, -1.858, 2.859], [3.986, -2.143, 4.385], [4.018, -3.213, 4.593], [4.826, -1.735, 4.947], [2.983, -1.891, 4.729], [5.036, -1.281, 2.652], [4.361, -2.691, 2.195], [3.484, -1.394, 0.457], [-3.905, 0.194, 2.281], [-3.552, 1.504, 2.742], [-2.809, -0.145, 1.463], [-4.276, -0.838, 3.430], [-3.958, -2.075, 2.957], [-3.636, -0.746, 4.580], [-5.620, -0.875, 3.689], [-4.357, 1.987, 3.917], [-4.266, 3.449, 3.918], [-3.292, 3.712, 4.330], [-4.305, 3.854, 2.907], [-5.041, 3.798, 4.600], [-4.128, 1.530, 4.880], [-5.440, 1.924, 3.815], [-4.775, 0.228, 1.626], [2.481, 2.858, -5.914], [2.225, 1.354, -5.991], [3.525, 0.581, -5.702], [3.957, 0.751, -4.252], [2.846, -0.036, -3.525], [1.439, 0.610, -3.760], [1.192, 0.723, -5.217], [-0.173, 1.141, -5.473], [0.449, -0.430, -3.145], [1.303, 1.851, -2.904], [1.961, 1.058, -7.569], [2.538, 3.240, -4.895], [1.736, 3.433, -6.463], [3.412, 3.138, -6.406], [3.408, -0.461, -5.999], [4.354, 0.856, -6.353], [4.114, 1.763, -3.880], [4.936, 0.296, -4.103], [3.155, 0.088, -2.487], [2.794, -1.105, -3.732], [-0.457, 0.153, -2.983], [0.135, -1.239, -3.804], [0.729, -0.965, -2.238], [1.960, 2.716, -2.994], [0.313, 2.285, -2.764], [1.572, 1.683, -1.861], [2.848, 1.115, -8.201], [1.104, 1.648, -7.893], [1.660, 0.012, -7.621], [0.037, 0.472, 2.764], [0.347, 0.608, 3.927], [1.079, -0.271, 4.607], [-0.414, 1.633, 4.714], [1.354, -1.095, 4.091], [1.732, 0.077, 5.295], [-1.385, 1.856, 4.273], [0.140, 2.571, 4.694], [-0.521, 1.408, 5.775], [-2.905, 3.442, -2.289], [-3.423, 3.054, -1.274], [-3.404, 1.694, -0.973], [-4.155, 4.011, -0.300], [-3.013, 1.141, -1.721], [-3.341, 1.455, 0.007], [-3.611, 3.786, 0.617], [-5.167, 3.716, -0.023], [-4.043, 5.083, -0.463], [-0.934, -2.358, 2.088], [-0.450, -3.190, 2.821], [0.780, -3.185, 3.228], [-1.176, -4.446, 3.305], [1.124, -3.845, 3.910], [1.497, -2.828, 2.612], [-1.281, -4.390, 4.389], [-0.631, -5.350, 3.034], [-2.083, -4.458, 2.702], [-1.342, -1.900, -0.806], [-1.560, -3.115, -0.889], [-0.517, -3.882, -1.071], [-2.890, -3.573, -1.360], [-0.399, -4.845, -1.350], [0.406, -3.544, -0.838], [-3.476, -4.254, -0.743], [-2.819, -4.080, -2.322], [-3.499, -2.704, -1.611]], "lowdin_spin": [-0.062, 1.888, 0.005, 0.001, 0.022, 0.000, 0.000, 0.000, 0.000, 0.000, 0.000, 0.000, 0.000, 0.000, 0.000, 0.000, 0.000, 0.003, 0.001, 0.021, 0.000, 0.000, 0.000, 0.000, 0.000, 0.000, 0.000, 0.000, 0.000, 0.000, 0.000, 0.000, 0.013, 0.024, 0.001, 0.000, 0.000, 0.019, 0.296, 0.626, 0.002, 0.012, 0.004, 0.000, 0.001, 0.001, 0.001, 0.000, 0.000, 0.000, 0.000, 0.000, 0.000, 0.000, 0.000, 0.000, 0.002, 0.001, 0.000, -0.001, 0.000, 0.025, 0.012, 0.005, 0.003, 0.000, 0.000, 0.000, 0.000, 0.001, 0.000, 0.000, 0.000, 0.000, 0.000, 0.000, 0.000, 0.000, 0.000, 0.011, 0.015, 0.006, 0.002, 0.001, 0.001, 0.001, 0.000, 0.000, 0.023, 0.006, 0.003, 0.001, 0.000, 0.000, 0.000, 0.000, 0.000]}

[3]
{"formula": "C25H50N3O5SSiY", "method": "ωB97M-V/def2-TZVPD", "homo_lumo_gap_ev": 9.7, "lumo_energy_ha": -0.191, "homo_energy_ev": -14.836, "de_lowest_kcal_mol": 0.0, "total_charge": 2, "species": ["Y", "C", "C", "C", "C", "C", "C", "C", "C", "C", "H", "H", "H", "H", "H", "H", "H", "H", "H", "H", "H", "H", "C", "C", "C", "C", "O", "Si", "O", "O", "C", "C", "C", "C", "O", "C", "C", "C", "C", "H", "H", "H", "H", "H", "H", "H", "H", "H", "H", "H", "H", "H", "H", "H", "H", "H", "H", "H", "H", "H", "H", "H", "H", "H", "H", "H", "N", "C", "N", "S", "H", "H", "H", "H", "C", "N", "C", "C", "O", "H", "H", "H", "H", "H", "H", "H"], "xyz": [[-0.496, -0.046, 1.447], [-2.488, -1.443, 4.621], [-1.121, -1.292, 4.023], [-0.327, -0.178, 4.328], [1.003, -0.096, 3.907], [1.884, 1.034, 4.353], [1.518, -1.128, 3.111], [0.752, -2.253, 2.780], [1.336, -3.395, 2.007], [-0.578, -2.297, 3.215], [-2.965, -0.481, 4.797], [-2.388, -1.945, 5.587], [-3.137, -2.049, 3.993], [-0.738, 0.610, 4.950], [2.364, 0.759, 5.295], [1.313, 1.944, 4.532], [2.673, 1.235, 3.630], [2.553, -1.085, 2.791], [2.350, -3.177, 1.678], [0.722, -3.618, 1.136], [1.368, -4.284, 2.640], [-1.186, -3.156, 2.957], [3.013, -2.249, -1.413], [2.624, -0.792, -1.602], [2.697, -0.032, -0.278], [3.500, -0.118, -2.644], [1.276, -0.748, -2.123], [-0.179, -0.852, -1.430], [-0.253, -1.576, 0.016], [-1.282, -1.381, -2.480], [-1.194, -2.366, -3.554], [-0.549, -1.707, -4.762], [-0.392, -3.565, -3.074], [-2.631, -2.760, -3.853], [-0.661, 0.674, -0.844], [-0.865, 1.925, -1.595], [0.436, 2.711, -1.566], [-1.990, 2.664, -0.892], [-1.253, 1.613, -3.030], [4.019, -2.328, -1.001], [2.996, -2.771, -2.370], [2.315, -2.744, -0.735], [3.731, 0.030, 0.064], [2.128, -0.560, 0.496], [2.312, 0.982, -0.402], [4.548, -0.161, -2.349], [3.218, 0.928, -2.772], [3.392, -0.622, -3.604], [0.459, -1.367, -4.525], [-1.140, -0.853, -5.094], [-0.488, -2.419, -5.586], [0.640, -3.281, -2.861], [-0.373, -4.338, -3.842], [-0.835, -3.990, -2.172], [-3.221, -1.880, -4.112], [-3.082, -3.263, -2.993], [-2.669, -3.453, -4.693], [0.757, 2.900, -0.541], [0.301, 3.670, -2.068], [1.221, 2.162, -2.088], [-1.753, 2.852, 0.157], [-2.912, 2.083, -0.933], [-2.168, 3.622, -1.381], [-0.459, 1.072, -3.546], [-1.422, 2.550, -3.561], [-2.164, 1.018, -3.074], [-5.099, 0.035, -0.083], [-3.925, -0.473, 0.279], [-3.374, -1.420, -0.459], [-3.206, 0.108, 1.734], [-5.634, -0.348, -0.846], [-5.534, 0.730, 0.500], [-3.721, -1.646, -1.379], [-2.454, -1.777, -0.231], [1.194, 5.481, 2.212], [1.262, 4.040, 1.967], [2.567, 3.507, 1.592], [0.196, 3.289, 2.079], [0.163, 2.047, 1.887], [1.877, 5.745, 3.018], [0.182, 5.763, 2.490], [1.483, 6.017, 1.309], [2.907, 4.001, 0.682], [2.491, 2.438, 1.422], [3.280, 3.707, 2.391], [-0.716, 3.817, 2.366]], "lowdin_charge": [1.416, -0.055, -0.318, -0.039, -0.300, -0.018, -0.050, -0.292, -0.017, -0.036, 0.081, 0.109, 0.080, 0.143, 0.110, 0.086, 0.080, 0.135, 0.085, 0.082, 0.107, 0.149, -0.009, -0.608, -0.023, -0.007, -0.083, 0.014, -0.362, -0.116, -0.608, -0.013, -0.012, -0.025, -0.225, -0.585, -0.003, -0.013, -0.015, 0.102, 0.097, 0.071, 0.110, 0.047, 0.066, 0.100, 0.085, 0.099, 0.083, 0.091, 0.102, 0.071, 0.104, 0.096, 0.091, 0.083, 0.101, 0.059, 0.108, 0.083, 0.062, 0.080, 0.106, 0.086, 0.109, 0.094, 0.136, -0.834, 0.157, 0.690, 0.133, 0.112, 0.117, 0.070, 0.005, -0.143, -0.003, -0.257, -0.174, 0.108, 0.100, 0.107, 0.111, 0.065, 0.110, 0.164]}